{"formula": "C16H18Br20N5", "method": "ωB97M-V/def2-TZVPD", "species": ["H", "Br", "C", "H", "Br", "H", "H", "H", "Br", "Br", "H", "Br", "Br", "C", "N", "Br", "H", "Br", "N", "Br", "H", "Br", "C", "Br", "C", "C", "N", "Br", "H", "Br", "H", "C", "Br", "C", "Br", "Br", "Br", "C", "Br", "C", "Br", "H", "Br", "H", "C", "H", "C", "H", "C", "H", "N", "H", "C", "H", "C", "N", "C", "C", "H"], "xyz": [[-7.102, 4.817, -3.086], [-9.289, 5.608, -3.920], [-1.479, 2.541, -1.395], [-3.216, 1.378, -0.760], [-7.938, 5.935, -1.045], [-1.103, 0.961, 0.011], [8.213, -3.273, 4.118], [5.645, -2.514, -1.078], [-3.965, 1.878, -7.213], [-6.258, -0.137, -6.275], [-1.110, 3.567, -1.345], [6.577, -5.020, 4.747], [7.112, -2.136, 6.022], [4.277, -0.903, -0.952], [-0.674, 1.597, -0.647], [2.157, -5.664, -2.564], [1.165, -5.072, -0.381], [-0.604, -2.085, 1.675], [1.354, 2.355, -1.611], [-2.747, -2.299, 5.728], [-4.942, 1.501, -4.974], [6.212, -2.387, 2.947], [-8.082, 4.843, -2.628], [-3.887, -4.885, 4.245], [4.368, 0.281, 1.063], [1.602, -4.468, -1.166], [1.464, 0.659, -0.176], [0.240, -3.244, -1.783], [-2.503, 2.911, 1.117], [-1.378, 1.968, -3.307], [-4.174, 3.384, 0.661], [3.759, 0.117, -0.191], [-4.098, 3.223, -2.338], [5.384, -0.565, 1.441], [-0.967, -4.942, 5.540], [-8.555, 3.025, -2.200], [3.111, -3.523, -0.401], [0.651, 1.543, -0.807], [0.020, -0.450, 4.343], [5.292, -1.708, -0.426], [2.416, -1.489, 2.508], [5.815, -0.338, 2.403], [-6.657, 3.009, -5.921], [-1.896, -3.513, 3.752], [7.176, -3.214, 4.418], [0.650, -2.754, 3.707], [2.634, 1.958, -1.511], [3.489, 2.365, -2.036], [-3.137, 3.333, 0.320], [4.043, 1.074, 1.735], [2.690, 0.942, -0.664], [-2.767, 4.333, 0.066], [-2.982, 2.435, -0.920], [3.904, -1.084, -1.958], [0.623, -1.827, 3.144], [5.933, -1.659, 0.751], [-5.392, 1.554, -5.957], [-2.317, -3.861, 4.685], [1.242, -0.080, 0.489]], "forces_ev_per_a": [[-0.038, -0.007, 0.012], [0.078, -0.065, 0.091], [-1.259, -1.146, -0.800], [-0.330, 0.275, -0.207], [-0.019, -0.072, -0.088], [-0.125, 0.050, -0.176], [-0.054, 0.028, -0.029], [-0.081, 0.255, 0.114], [-0.094, -0.013, 0.076], [0.048, 0.124, -0.002], [0.085, -0.265, -0.050], [0.026, 0.148, -0.019], [-0.004, -0.081, -0.111], [-0.378, 0.781, -0.403], [0.119, 0.509, 0.426], [-0.031, 0.137, 0.104], [-0.013, 0.074, -0.013], [0.111, 0.089, -0.059], [0.600, 0.071, -0.089], [-0.160, -0.217, 0.048], [-0.016, 0.013, -0.036], [1.651, -3.109, 3.461], [0.039, -0.007, -0.038], [0.126, 0.068, 0.049], [-0.624, 0.546, -0.588], [0.027, -0.251, 0.005], [-1.324, 1.261, -0.944], [0.132, -0.006, -0.042], [-0.260, 0.248, -0.016], [0.435, 0.039, 0.300], [0.222, -0.002, -0.052], [1.684, -0.555, 0.206], [-0.296, -0.287, 0.622], [0.822, 0.354, -0.333], [-0.026, 0.098, -0.066], [0.017, 0.087, -0.002], [-0.821, -0.842, -0.193], [0.145, 0.168, 0.068], [0.231, 0.029, -0.264], [1.659, -1.444, -0.729], [-0.482, -0.011, 0.292], [0.083, 0.362, -0.366], [0.060, -0.048, 0.008], [-0.057, -0.023, 0.015], [-0.374, -0.040, 0.262], [-0.012, 0.002, -0.059], [-2.045, -0.165, 0.371], [-0.116, -0.095, 0.168], [0.321, -0.698, -0.102], [0.206, -0.183, -0.078], [2.019, -1.371, 1.007], [-0.237, -0.145, 0.172], [1.152, 1.316, -0.278], [0.133, -0.142, 0.241], [0.014, -0.021, 0.423], [-3.383, 4.314, -2.309], [0.022, -0.015, 0.076], [-0.076, -0.006, 0.009], [0.467, -0.114, -0.084]], "lumo_ev": -3.60, "max_force_ev_per_a": 5.95, "charge": 1, "homo_lumo_gap_ev": 8.028}



{"formula": "C45H109N5O12", "method": "ωB97M-V/def2-TZVPD", "species": ["C", "O", "H", "H", "C", "C", "H", "C", "H", "H", "H", "H", "C", "H", "H", "C", "O", "C", "C", "C", "H", "H", "H", "H", "C", "H", "C", "H", "H", "H", "H", "O", "C", "H", "O", "H", "C", "H", "H", "H", "C", "H", "H", "H", "O", "H", "H", "H", "C", "C", "H", "C", "C", "H", "H", "C", "O", "H", "H", "H", "H", "H", "H", "H", "H", "C", "C", "H", "C", "H", "H", "H", "C", "H", "H", "H", "H", "H", "H", "C", "H", "H", "C", "H", "H", "H", "H", "C", "H", "H", "H", "N", "H", "H", "H", "H", "O", "O", "H", "C", "H", "H", "C", "H", "H", "H", "N", "C", "H", "H", "H", "C", "H", "C", "H", "H", "H", "H", "N", "H", "H", "C", "H", "C", "H", "H", "H", "O", "H", "C", "C", "H", "H", "H", "H", "H", "H", "H", "H", "H", "H", "C", "H", "O", "H", "H", "H", "C", "H", "H", "H", "H", "H", "H", "N", "C", "C", "H", "C", "N", "H", "C", "C", "H", "O", "C", "O", "C", "C", "H", "H"], "xyz": [[13.004, -1.123, -0.592], [-1.616, 6.857, 1.615], [15.586, 1.031, -0.893], [4.596, -1.266, -0.663], [-0.068, -0.519, -0.125], [1.152, -0.519, -1.107], [1.180, -2.681, -0.829], [2.828, -2.009, 0.151], [-11.535, 8.201, -2.453], [-2.409, 7.388, 1.687], [-9.223, 5.666, -2.834], [-2.011, -8.296, -5.540], [-2.818, -0.591, 8.628], [4.170, 2.515, -0.511], [-7.165, -7.492, -7.008], [12.720, -1.720, 1.825], [-4.521, -6.240, -7.706], [-4.571, -8.925, -6.960], [-9.420, 5.338, 0.117], [-8.906, 4.796, 1.481], [-11.454, 4.657, 0.245], [0.003, 0.395, -2.785], [15.541, -1.443, 2.106], [-7.760, 7.843, -1.598], [3.958, -0.945, 0.160], [1.519, -0.207, -3.304], [-6.013, -6.185, -4.355], [7.376, -0.573, -5.302], [-3.605, -7.917, -3.833], [-5.332, -3.857, -5.142], [2.766, 1.935, 1.620], [7.447, 0.074, -6.003], [-5.398, -4.476, 8.150], [15.424, -0.684, -1.346], [7.543, 5.708, -5.667], [14.711, -1.358, 3.631], [13.157, 1.291, -1.165], [7.638, 6.014, -4.765], [12.153, 1.550, -0.829], [10.337, 8.391, -2.154], [-3.361, -4.286, 6.654], [-3.641, -5.319, 6.446], [-12.104, 7.308, -1.117], [-2.940, -2.305, 10.707], [-1.249, 6.881, -3.491], [9.697, 8.171, -0.800], [-1.278, -4.762, 7.088], [-10.711, 4.515, -1.402], [-5.802, -7.685, -4.061], [-5.619, -3.398, 5.868], [-1.408, -2.414, 7.225], [12.717, 0.317, 3.482], [13.247, -2.204, 0.484], [-4.436, -9.188, -4.547], [-5.252, -5.688, -3.752], [15.242, 0.051, -0.562], [-10.637, 6.953, 1.233], [0.191, -1.359, -2.917], [2.663, 8.650, 0.456], [-6.075, -5.216, 7.724], [-4.209, -9.930, -6.743], [-6.951, -5.798, -3.958], [-1.921, -0.378, 9.209], [-7.147, -5.998, -7.692], [13.298, -1.600, -1.527], [-4.422, -8.098, -4.531], [-11.221, 7.436, -1.743], [-10.172, 7.419, 1.931], [-3.170, -2.138, 8.538], [-4.550, -2.263, 10.301], [-6.552, -8.341, -4.503], [5.321, 1.358, 0.287], [13.769, 0.198, -0.282], [-5.900, -4.327, 5.372], [14.275, -2.565, 0.500], [-8.984, 8.039, -2.821], [-8.773, 9.465, -0.283], [13.278, 1.234, -2.247], [7.553, 6.507, -6.193], [-9.782, 9.076, -0.415], [-8.135, 5.388, 1.974], [-2.323, -7.735, -7.221], [2.854, 0.858, 1.476], [-6.891, -3.947, -5.835], [12.711, -2.502, 2.584], [-2.487, -4.988, 8.435], [-0.756, 0.323, -0.199], [-2.159, -4.372, 7.598], [3.197, -3.033, 0.217], [-0.781, -1.332, -0.263], [-5.769, -7.876, -2.989], [-4.759, -6.482, -6.420], [13.698, 2.190, -0.872], [3.380, 3.757, -6.066], [1.852, 0.497, 1.708], [-1.081, 7.121, 2.363], [2.579, 8.617, -0.497], [-5.328, -1.376, 7.938], [15.691, -0.336, 0.352], [-1.934, -2.957, 8.010], [-5.158, -2.770, 5.106], [2.332, -2.259, -1.986], [-5.877, -4.327, -5.960], [-11.276, 6.480, -2.264], [-1.416, 6.709, -2.564], [-10.326, 3.443, -0.039], [13.444, 0.599, 1.098], [3.326, 0.516, 0.059], [7.690, 0.886, -5.557], [-10.384, 9.741, -1.034], [-3.013, -3.870, 5.709], [-3.609, -2.668, 9.927], [-0.505, 6.320, -3.709], [-8.716, 7.450, -1.944], [-5.086, -6.879, -8.147], [4.858, 1.080, -1.381], [-2.176, -6.577, -5.927], [11.673, -1.581, 1.554], [2.186, 0.552, -0.967], [11.933, -0.938, -0.678], [-8.150, -6.152, -6.312], [-9.905, 7.662, -0.910], [2.172, -1.993, 1.021], [-4.676, -3.552, 7.128], [12.413, -0.446, 4.199], [-5.459, -3.912, -6.877], [3.487, 0.433, 2.254], [1.699, 1.886, -1.044], [-2.699, -0.171, 7.629], [0.693, -0.435, -2.630], [13.456, -0.394, 2.261], [13.322, 1.060, 4.002], [-1.262, -3.057, 8.862], [12.596, -3.057, 0.290], [-5.325, -0.784, 7.183], [-7.446, 5.611, -0.274], [0.392, -0.725, 0.841], [-6.583, -3.023, 6.209], [2.061, 3.440, -5.395], [-3.713, -3.749, 10.012], [-4.861, -5.097, 8.867], [-5.989, -5.889, -5.835], [-9.640, 4.649, 2.273], [2.438, 3.906, -6.141], [13.071, 2.344, 1.495], [1.344, 1.954, -0.155], [-4.460, -8.649, -8.008], [-7.174, -6.447, -6.699], [-3.567, 0.091, 9.031], [-5.982, -3.791, 8.763], [-8.152, 4.232, -1.224], [-7.561, 5.741, -2.875], [1.846, 8.021, -0.653], [-8.354, 3.861, 1.375], [-4.300, -2.212, 7.616], [-4.118, -7.766, -6.028], [1.882, -1.882, -1.067], [-10.331, 9.233, 0.514], [14.870, -0.820, 2.697], [-9.731, 6.759, 0.242], [11.866, 0.856, 3.068], [-2.540, -7.577, -6.164], [-8.389, 5.985, -2.209], [15.411, 0.108, 2.881], [13.875, 1.821, 1.518], [-10.545, 4.472, -0.326], [9.518, 8.124, -1.739], [-8.289, 5.252, -0.864], [4.510, 1.483, -0.430], [-5.652, -9.062, -6.921], [4.510, -1.004, 1.098]], "forces_ev_per_a": [[0.510, -0.721, 1.031], [0.093, -0.161, -0.187], [0.686, -0.189, 0.348], [0.242, 0.697, -0.165], [0.793, -0.401, -0.294], [-0.054, -0.134, -2.569], [-0.691, 0.204, -0.319], [-0.136, 0.273, -0.134], [0.666, 0.281, -0.002], [-0.233, 0.124, -0.024], [-0.383, -0.840, 0.305], [-0.029, -0.173, -0.160], [0.153, -0.431, -0.172], [0.174, -0.109, -0.014], [0.144, -0.330, 0.994], [0.081, 1.350, -0.579], [-0.186, 0.748, -2.289], [-1.119, 0.458, 0.034], [0.198, 0.382, 0.451], [0.610, 0.078, 0.481], [-0.193, 0.439, -0.256], [-0.250, -0.003, 0.146], [-0.641, -0.063, -0.541], [-0.209, 0.636, 0.572], [-1.952, -0.280, -0.249], [0.254, -0.398, 0.288], [-0.662, -1.410, 0.674], [-0.032, -0.194, 0.143], [-0.074, 0.917, -0.148], [0.298, -0.456, 0.100], [0.319, 0.166, 0.100], [-0.034, -0.059, -0.206], [-0.792, 0.531, 0.584], [0.026, 0.125, -0.152], [-0.012, -0.256, -0.081], [0.343, 0.087, 0.269], [0.617, 1.274, 0.825], [0.025, 0.072, 0.277], [-0.356, -0.564, -0.448], [0.197, 0.068, -0.147], [-0.327, -0.717, -0.667], [-0.394, -0.049, -0.323], [0.058, 0.361, 0.650], [0.532, -0.286, -0.044], [-0.118, 0.157, -0.102], [-0.008, 0.002, 0.249], [-0.144, -0.249, 0.173], [-0.211, 0.028, 0.104], [0.401, 0.604, 0.345], [0.240, -0.080, 0.979], [-0.166, 0.169, -0.070], [0.663, -0.600, -1.306], [-0.615, -0.090, 0.062], [0.069, -0.302, 0.196], [0.318, 0.395, -0.603], [0.074, -0.202, 0.076], [-1.896, 0.312, 1.077], [0.016, -0.008, -0.028], [0.056, 0.037, 0.226], [-0.146, 0.339, -0.572], [0.678, 0.308, -0.057], [-0.262, -0.195, 0.035], [0.198, -0.345, -0.087], [0.207, 0.623, 0.015], [0.270, 0.612, -0.307], [-0.215, -1.391, -1.419], [-0.830, -0.623, 0.828], [0.091, 0.048, 0.112], [-0.515, 0.872, 0.784], [-0.333, 0.192, -0.660], [-0.168, 0.177, -0.084], [0.010, 0.301, 0.098], [-1.479, -0.440, -0.746], [0.520, -0.383, 0.275], [0.097, 0.137, -0.008], [0.016, -0.196, -0.203], [-0.009, -0.261, -0.172], [-0.193, -0.554, 0.095], [-0.017, 0.178, -0.166], [-1.320, 1.126, 0.496], [-0.008, 0.784, -0.371], [0.413, -0.132, 0.062], [-0.553, 0.555, 0.154], [-0.192, 0.192, -0.229], [0.462, 0.185, 0.233], [0.532, -0.150, 0.180], [0.686, 0.604, 0.346], [-2.266, 0.690, -0.525], [0.476, 0.003, -0.320], [0.438, -0.490, -0.535], [-0.559, 0.122, 0.146], [1.278, -0.463, 4.171], [0.245, 0.285, -0.253], [0.275, -0.010, -0.019], [-0.056, -0.313, -0.249], [0.152, 0.039, 0.191], [0.147, 0.107, -0.121], [-1.266, 0.400, 0.471], [0.528, 0.420, -0.274], [0.441, 1.021, 1.568], [-0.083, 0.264, 0.180], [0.282, 0.843, -0.220], [-0.801, -0.251, 0.158], [0.714, -0.010, -0.263], [-0.086, -0.029, 0.253], [0.238, -0.209, -0.362], [-1.946, -3.354, 0.814], [0.665, -0.911, -0.862], [0.065, 0.265, 0.059], [0.502, 0.158, -0.586], [-0.133, 0.274, -0.126], [0.302, 0.498, 0.798], [0.206, -0.135, -0.138], [0.625, 0.009, 0.600], [-0.189, 0.007, -1.046], [-0.081, 0.306, -0.110], [-0.442, 0.039, 0.247], [-0.327, 0.649, 0.605], [1.959, -0.742, 0.270], [-0.078, 0.158, 0.199], [-0.075, -0.271, 0.191], [0.667, -0.988, -1.637], [0.113, 0.580, 0.377], [0.610, -1.317, -0.782], [-0.161, 0.056, -0.043], [-0.137, -0.530, -0.192], [0.229, 0.261, -0.112], [-0.256, -1.105, 0.419], [0.421, -0.360, -0.273], [-0.463, 0.740, 1.050], [-0.316, -0.225, -0.708], [0.283, -0.177, -0.151], [0.323, 0.760, 0.177], [0.271, -0.298, -0.539], [-0.351, 0.309, 0.085], [0.589, -0.095, -0.538], [-0.590, 0.574, 0.412], [0.080, 0.518, -0.084], [-0.118, -0.139, 0.188], [0.338, 0.077, -0.190], [0.848, 0.379, -0.211], [1.373, 0.093, -1.833], [-0.458, -0.034, -0.421], [-0.153, 0.143, -0.147], [0.055, 0.366, 0.125], [-0.568, 0.908, 0.251], [0.771, -0.363, -0.058], [-0.273, 1.011, -0.065], [-0.456, -0.704, 0.432], [-0.411, -0.181, 0.114], [0.285, -0.435, 0.892], [0.496, 0.572, 0.404], [-0.211, -0.141, -0.106], [-0.404, -0.359, -0.461], [2.242, -2.039, -2.017], [0.991, 0.750, 0.965], [0.357, -0.713, 1.886], [0.197, -0.361, 0.369], [-0.082, 0.796, 0.908], [2.051, 0.030, -1.048], [-0.259, -0.262, 0.148], [-1.230, -0.289, -0.662], [-1.908, 0.596, 0.013], [0.228, -0.042, 0.342], [1.013, 1.283, -0.021], [-1.159, -1.009, 0.222], [-0.193, -0.082, -0.123], [0.987, -0.422, -1.260], [-1.551, -1.453, 0.516], [-0.330, 0.112, 0.514], [0.188, 0.059, -0.152]], "smiles": "CC1(C)CCCC(C)(C)N1O.CC1(C)CCCC(C)(C)N1O.CC1(C)CCCC(C)(C)N1O.CC1(C)CCCC(C)(C)N1O.CC1(C)CCCC(C)(C)N1O.O.O.O.O.O.O.O", "e_above_lowest_kj_mol": 462.76, "lumo_ev": 0.10, "max_force_ev_per_a": 4.39, "homo_lumo_gap_ev": 7.912}